1.
{"formula": "C2H4N6", "method": "wB97M-V/def2-TZVPD", "relative_energy_ev": 6.294, "total_charge": 0, "smiles": "N/N=c1/cn[nH]nn1", "gap_ev": 7.69, "e_homo_ha": -0.313, "species": ["N", "N", "C", "C", "N", "N", "N", "N", "H", "H", "H", "H"], "coordinates": [[-2.849, -0.238, 0.496], [-1.789, 0.709, -0.136], [-0.541, 0.280, -0.230], [0.581, 1.246, -0.192], [1.933, 1.024, 0.221], [2.151, -0.374, 0.272], [1.115, -1.397, -0.164], [-0.191, -1.086, -0.350], [-3.746, -0.080, 0.135], [-2.591, -1.212, -0.116], [0.356, 2.428, -0.577], [3.146, -0.752, 0.717]]}

***

2.
{"formula": "C11H15O2P", "method": "wB97M-V/def2-TZVPD", "relative_energy_ev": 1.272, "total_charge": 0, "smiles": "CC(=O)[C@H](c1ccccc1)P(C)(C)=O", "gap_ev": 9.78, "e_homo_ha": -0.335, "species": ["C", "C", "O", "C", "C", "C", "C", "C", "C", "C", "P", "C", "C", "O", "H", "H", "H", "H", "H", "H", "H", "H", "H", "H", "H", "H", "H", "H", "H"], "coordinates": [[1.273, -1.679, -1.575], [-0.110, -1.093, -1.745], [-0.849, -1.597, -2.568], [-0.538, -0.195, -0.662], [0.426, 0.836, -0.240], [0.483, 1.997, -1.067], [1.364, 2.988, -0.724], [2.279, 2.914, 0.248], [2.245, 1.757, 1.024], [1.399, 0.722, 0.769], [-1.082, -1.339, 0.693], [-1.765, -0.156, 1.959], [-2.650, -2.144, 0.407], [0.038, -2.202, 1.145], [1.109, -2.476, -0.809], [1.545, -2.094, -2.549], [1.937, -0.948, -1.030], [-1.392, 0.353, -1.063], [-0.139, 2.065, -1.932], [1.359, 3.695, -1.450], [3.032, 3.648, 0.375], [3.000, 1.747, 1.831], [1.352, -0.194, 1.330], [-2.171, -0.765, 2.631], [-0.806, 0.299, 2.400], [-2.400, 0.572, 1.484], [-2.568, -3.138, 0.107], [-3.229, -2.061, 1.301], [-3.142, -1.511, -0.289]]}

***

3.
{"formula": "C45H41CrOPS4Sb", "method": "wB97M-V/def2-TZVPD", "s2": 3.853, "total_charge": 0, "gap_ev": [5.84, 7.07], "e_homo_ha": [-0.247, -0.255], "multiplicity": 4, "species": ["Cr", "C", "C", "C", "C", "C", "C", "C", "P", "C", "C", "C", "C", "C", "C", "C", "C", "C", "C", "C", "C", "C", "C", "H", "H", "H", "H", "H", "H", "H", "H", "H", "H", "H", "H", "H", "H", "H", "H", "H", "H", "H", "H", "O", "C", "S", "C", "C", "S", "S", "S", "C", "C", "C", "C", "C", "C", "C", "Sb", "C", "C", "C", "C", "C", "C", "C", "C", "C", "C", "C", "C", "C", "C", "H", "H", "H", "H", "H", "H", "H", "H", "H", "H", "H", "H", "H", "H", "H", "H", "H", "H", "H", "H", "H"], "coordinates": [[-0.237, -0.187, -0.537], [-2.499, -2.911, -2.416], [-1.631, -3.124, -3.622], [-2.085, -3.874, -4.701], [-1.271, -4.129, -5.793], [0.026, -3.644, -5.821], [0.498, -2.889, -4.759], [-0.325, -2.612, -3.671], [0.358, -1.780, -2.191], [1.957, -1.084, -2.723], [3.094, -1.426, -1.990], [4.316, -0.836, -2.265], [4.404, 0.100, -3.283], [3.270, 0.469, -3.990], [2.027, -0.087, -3.712], [0.812, 0.416, -4.442], [0.791, -3.271, -1.234], [1.180, -4.491, -1.787], [1.388, -5.582, -0.962], [1.183, -5.463, 0.408], [0.801, -4.251, 0.956], [0.620, -3.130, 0.144], [0.307, -1.777, 0.716], [-3.494, -3.327, -2.570], [-2.603, -1.850, -2.189], [-2.058, -3.399, -1.540], [-3.091, -4.276, -4.678], [-1.647, -4.718, -6.620], [0.672, -3.856, -6.663], [1.516, -2.522, -4.771], [3.015, -2.177, -1.212], [5.195, -1.106, -1.693], [5.357, 0.554, -3.523], [3.344, 1.233, -4.755], [0.643, -0.136, -5.368], [0.939, 1.469, -4.694], [-0.090, 0.323, -3.834], [1.307, -4.595, -2.856], [1.695, -6.529, -1.387], [1.329, -6.323, 1.051], [0.645, -4.162, 2.025], [1.272, -1.376, 1.090], [-0.306, -1.909, 1.612], [-2.745, 4.628, -4.770], [-2.321, 3.842, -3.969], [-0.626, 3.780, -3.451], [-0.795, 2.420, -2.358], [-2.024, 1.893, -2.227], [-2.367, 0.567, -1.153], [-3.313, 2.603, -3.179], [0.596, 1.810, -1.528], [0.231, 2.875, 4.575], [1.463, 2.435, 3.832], [2.718, 2.717, 4.364], [3.884, 2.372, 3.697], [3.816, 1.744, 2.465], [2.575, 1.443, 1.926], [1.402, 1.768, 2.600], [-0.441, 1.216, 1.650], [-1.506, 0.027, 3.136], [-2.876, -0.110, 2.910], [-3.669, -0.899, 3.726], [-3.087, -1.585, 4.779], [-1.717, -1.509, 4.967], [-0.899, -0.729, 4.150], [0.586, -0.783, 4.401], [-1.078, 3.291, 1.546], [-0.069, 4.107, 1.043], [-0.260, 5.474, 0.919], [-1.465, 6.032, 1.314], [-2.478, 5.217, 1.791], [-2.312, 3.838, 1.898], [-3.457, 2.982, 2.358], [0.471, 3.146, 5.603], [-0.528, 2.092, 4.592], [-0.209, 3.748, 4.087], [2.781, 3.220, 5.323], [4.846, 2.600, 4.139], [4.721, 1.488, 1.929], [2.521, 0.953, 0.957], [-3.332, 0.386, 2.062], [-4.731, -0.983, 3.535], [-3.691, -2.197, 5.436], [-1.256, -2.088, 5.760], [0.854, -1.753, 4.820], [0.896, -0.016, 5.114], [1.160, -0.636, 3.491], [0.877, 3.680, 0.736], [0.527, 6.097, 0.515], [-1.618, 7.102, 1.249], [-3.424, 5.655, 2.086], [-4.317, 3.593, 2.629], [-3.176, 2.379, 3.222], [-3.762, 2.311, 1.551]]}

***

| no. | calculated total energy (Eh) |
| --- | --- |
| 1 | -406.8856 |
| 2 | -919.9818 |
| 3 | -5033.4577 |